Here is the ion C5H6N with charge +1 in a non-equilibrium geometry from OMol25. Energies are from ωB97M-V/def2-TZVPD.

## Properties
ΔE to the lowest compared entry with this formula, charge and spin: 549.3 kJ/mol
DFT total energy: -6759.48412 eV
Frontier orbital gap: 8.15 eV
Net charge: +1
HOMO level: -14.92 eV
Largest force on an atom: 4.62 eV/Å

Last column: Mulliken charge in e.
CARTESIAN COORDINATES (ANGSTROEM)
C (0.08153, -0.88234, 0.12038)  0.4055
C (-0.67610, -0.04347, 0.70507)  0.1811
C (1.92882, -0.54022, -1.29373)  -0.4649
C (1.20075, -1.39388, -0.55616)  -0.3954
C (-1.76687, 0.99968, 0.47753)  -0.2180
N (-1.37877, 0.70823, 1.76178)  -0.2852
H (2.89586, -0.77036, -1.66615)  0.2895
H (1.45675, 0.37588, -1.59091)  0.2505
H (1.38097, -2.34857, -0.39011)  0.4431
H (-1.35844, 1.94627, -0.11695)  0.2426
H (-2.72598, 0.63643, 0.07575)  0.2575
H (-1.03851, 1.31234, 2.47351)  0.2937

=====

Here is a cluster of 2 separate species, C25H46BClFN3O8P in total in a non-equilibrium geometry from OMol25. Energies are from ωB97M-V/def2-TZVPD.

## Properties
DFT total energy: -72716.79197 eV
Frontier orbital gap: 7.52 eV
Net charge: +1
HOMO level: -9.91 eV
Largest force on an atom: 3.98 eV/Å

Last column: Mulliken charge in e.
CARTESIAN COORDINATES (ANGSTROEM)
C (-3.11142, -5.15760, 1.46918)  -0.1648
C (-2.66625, -4.31600, 0.69705)  -0.8551
C (-2.34052, -2.91208, 0.04470)  0.5541
C (-1.44404, -1.97839, 0.95368)  -0.7847
C (-1.91896, -0.49766, 1.23460)  -0.9896
C (-2.94576, 0.17981, 0.22354)  1.7853
C (-2.68944, 0.03779, -1.35684)  0.0844
C (-1.18149, -0.18109, -1.75109)  -0.1727
O (-0.95680, -0.96104, -2.65785)  -0.5707
O (-0.06133, 0.41482, -1.10792)  -0.0972
C (0.53308, 1.39828, -1.91539)  0.5844
C (1.66969, 2.30914, -1.26978)  -0.6390
O (0.27941, 1.60271, -3.08354)  -0.5116
C (-2.51851, 1.74167, 0.42297)  -0.9354
O (-1.94515, 2.49974, -0.34364)  -0.6405
N (-2.92560, 2.04404, 1.77853)  -0.2937
C (-4.28656, 1.42315, 1.91251)  -0.2719
O (-4.24968, 0.90481, 3.27153)  -0.5306
C (-5.23081, 2.69462, 2.09533)  -0.5837
C (-6.71355, 2.33332, 2.61241)  -0.2321
F (-6.92811, 2.86027, 3.92530)  -0.3845
C (-4.49001, 0.40479, 0.70297)  1.1710
B (-5.51622, 1.02539, -0.42711)  -0.0796
O (-5.15035, 2.13333, -1.26896)  -0.8151
N (-6.90646, 0.51336, -0.62671)  -0.2726
C (-7.02358, 0.00302, -2.04282)  -1.0650
C (-7.93178, 1.57511, -0.41036)  -1.0762
P (-5.50303, -1.06914, 1.33651)  0.3066
O (-5.79172, -2.18136, 0.05562)  -0.5261
Cl (-4.38913, -2.23590, 2.72809)  -0.2508
H (-3.30501, -5.96529, 2.21160)  0.3632
H (-3.29304, -2.46708, -0.35035)  -0.3302
H (-1.71991, -3.17552, -0.87714)  0.3428
H (-0.39315, -1.96625, 0.51295)  0.2005
H (-1.32651, -2.50407, 1.95874)  0.5054
H (-2.28569, -0.45022, 2.30967)  0.4859
H (-0.98827, 0.16470, 1.22959)  0.2339
H (-3.06046, 0.92013, -1.95129)  0.6269
H (-3.25597, -0.86681, -1.75580)  0.3527
H (1.20846, 3.02083, -0.52127)  0.2690
H (2.39539, 1.65318, -0.69173)  -0.0639
H (2.19016, 2.94630, -2.04382)  0.3383
H (-2.84199, 3.02449, 2.06359)  0.4037
H (-3.33657, 1.00373, 3.61578)  0.4930
H (-4.78228, 3.28748, 2.96211)  0.5446
H (-5.23967, 3.41591, 1.22163)  0.3000
H (-6.86966, 1.21524, 2.57681)  0.2301
H (-7.42830, 2.90013, 1.93815)  0.1506
H (-4.68762, 2.82389, -0.75607)  0.3778
H (-5.98949, -0.27044, -2.43808)  0.3291
H (-7.67658, -0.92730, -2.05467)  0.2392
H (-7.44002, 0.77498, -2.75537)  0.4407
H (-8.38841, 1.45376, 0.61794)  0.3560
H (-7.58988, 2.62631, -0.64372)  0.2119
H (-8.78092, 1.35426, -1.14050)  0.4560
H (-5.30916, -1.89355, -0.74879)  0.3976
C (5.69537, -2.79885, -0.30514)  -1.3094
C (6.92468, -1.97742, 0.03817)  -0.3522
N (7.43265, -1.09540, -1.10470)  0.0255
C (7.74698, -1.99532, -2.29634)  -1.0617
C (8.77854, -0.47317, -0.72349)  -0.3170
C (8.76629, 0.50530, 0.43668)  -1.1826
C (6.40470, -0.06713, -1.60535)  -0.8330
C (5.75884, 0.85152, -0.57014)  -0.3773
O (4.99390, 0.12091, 0.37263)  -0.2227
C (4.75863, 0.85751, 1.56953)  -0.8934
H (5.91417, -3.56753, -1.04818)  0.3727
H (5.34980, -3.31775, 0.59117)  0.4097
H (4.86683, -2.19367, -0.67058)  0.2830
H (7.74731, -2.64998, 0.29921)  0.5482
H (6.74201, -1.34517, 0.90237)  0.2704
H (8.42132, -2.78463, -1.96522)  0.3918
H (8.21927, -1.38722, -3.06790)  0.4257
H (6.82039, -2.41506, -2.68212)  0.4534
H (9.16580, 0.02168, -1.61811)  0.3650
H (9.44099, -1.30708, -0.48467)  0.4661
H (8.49359, 1.50747, 0.10795)  0.3619
H (9.78045, 0.59323, 0.83470)  0.4234
H (8.12295, 0.20410, 1.26321)  0.2414
H (5.62053, -0.64111, -2.10029)  0.4408
H (6.91945, 0.53369, -2.35886)  0.4002
H (5.07180, 1.52196, -1.10159)  0.3311
H (6.48880, 1.48667, -0.07091)  0.3742
H (4.68535, 1.93164, 1.38056)  0.3778
H (5.57242, 0.66228, 2.27446)  0.3417
H (3.82479, 0.51082, 2.01053)  0.2482

=====

Here is a structure of composition C24H29N7O12SZr in a non-equilibrium geometry from OMol25. Energies are from ωB97M-V/def2-TZVPD.

## Properties
ΔE to the lowest compared entry with this formula, charge and spin: 0.0 kJ/mol
DFT total energy: -72460.65303 eV
Frontier orbital gap: 8.09 eV
Net charge: +2
HOMO level: -13.71 eV
Largest force on an atom: 1.18 eV/Å

Last column: Mulliken charge in e.
CARTESIAN COORDINATES (ANGSTROEM)
Zr (0.49231, 0.58062, 0.22549)  0.5005
C (3.48192, 2.01422, 0.10982)  -0.8617
C (3.13281, 1.86896, -1.38089)  -0.7075
O (1.73676, 1.57310, -1.48212)  0.2988
C (1.24123, 1.49803, -2.81839)  -1.7075
C (-1.08303, 2.23681, -2.03595)  -0.7210
O (-0.64735, 2.35294, -0.66060)  0.3169
C (-1.59199, 2.94612, 0.26133)  -0.2455
C (-0.78307, 3.29920, 1.48722)  -0.7816
O (-0.07112, 2.11586, 1.90845)  -0.2301
C (1.00705, 2.35698, 2.83531)  -0.6455
C (2.25928, 2.72916, 2.06571)  -0.8164
O (2.28509, 1.88612, 0.89887)  -0.2943
H (3.90772, 2.99957, 0.29966)  0.5379
H (4.18670, 1.24737, 0.42984)  0.2935
H (3.70333, 1.05708, -1.83429)  0.4486
H (3.32549, 2.79699, -1.92229)  0.4801
H (1.76804, 0.71104, -3.36546)  0.4538
H (1.38599, 2.46757, -3.29544)  0.6467
H (-2.13706, 1.93736, -2.01466)  0.7647
H (-1.62072, 4.01258, -2.65106)  0.5029
H (-2.38772, 2.22598, 0.45373)  0.0359
H (-1.99399, 3.86334, -0.17259)  0.5644
H (-1.43158, 3.63091, 2.29973)  0.4120
H (-0.06031, 4.08372, 1.24905)  0.4325
H (1.14152, 1.42796, 3.38723)  0.1470
H (0.72380, 3.14747, 3.53149)  0.5230
H (3.14223, 2.54057, 2.67928)  0.5055
H (2.26820, 3.77101, 1.73468)  0.5444
O (0.77818, -0.84296, 3.93260)  -0.6305
C (0.21304, -0.89684, 2.87084)  -0.5012
O (0.84432, -0.68482, 1.71876)  -0.2770
C (-1.24234, -1.19930, 2.72008)  1.3828
C (-1.86856, -1.97168, 3.68824)  -0.4612
C (-3.20870, -2.27915, 3.54672)  -0.8353
C (-3.96247, -1.82172, 2.48178)  -0.5388
C (-3.34288, -1.01672, 1.54477)  -0.9724
C (-1.97267, -0.68998, 1.62758)  0.2562
O (-1.39484, 0.04076, 0.69973)  1.2881
N (-4.16251, -0.51483, 0.43521)  0.9408
O (-5.10010, -1.19560, 0.09440)  -0.5834
O (-3.85091, 0.54843, -0.08254)  -0.5516
N (-3.86072, -3.12622, 4.56447)  1.0102
O (-5.03944, -3.35473, 4.40981)  -0.5933
O (-3.13372, -3.64992, 5.38084)  -0.5842
H (-1.31208, -2.33248, 4.54187)  0.6716
H (-5.00898, -2.07547, 2.39377)  0.6974
S (2.43652, -1.23826, -0.84262)  -0.5234
C (2.78436, -2.65136, 0.06191)  0.3176
N (3.16293, -3.74642, -0.66541)  0.0374
C (3.55198, -4.90530, -0.09390)  -0.0428
C (3.54097, -4.99953, 1.26788)  -0.8920
C (3.11281, -3.86272, 1.96625)  0.1437
N (2.75405, -2.73183, 1.38878)  -0.2693
H (3.16388, -3.64997, -1.67308)  0.2579
H (3.85084, -5.69667, -0.76633)  0.4642
H (3.84486, -5.90165, 1.77466)  0.4172
H (3.06893, -3.87304, 3.05024)  0.5018
C (-0.72620, 1.85960, -5.09339)  -0.8597
N (-0.77682, 0.84519, -4.03686)  0.2050
C (-1.42776, -0.30786, -4.28978)  -0.3368
C (-1.55840, -1.31674, -3.40328)  -1.7810
C (-0.94237, -1.14460, -2.12700)  1.0722
N (-0.31074, -0.03078, -1.79711)  0.7776
C (-0.24206, 1.10685, -2.70303)  -0.1876
O (-0.85867, 3.42380, -2.69827)  -0.5634
N (-0.98480, -2.16149, -1.25470)  -0.1287
H (-0.67434, 1.34898, -6.05194)  0.4476
H (0.15805, 2.48060, -4.99606)  0.3026
H (-1.60268, 2.50600, -5.07374)  0.2644
H (-1.84129, -0.38415, -5.28664)  0.5516
H (-2.07275, -2.22830, -3.65716)  0.4957
H (-1.52738, -2.97837, -1.47659)  0.2875
H (-0.64006, -2.07740, -0.31492)  -0.0758